Version A
16
Properties=species:S:1:pos:R:3:lowdin_spin:R:1 method="wB97M-V/def2-TZVPD" homo_ev="-9.59 / -9.36" lumo_energy_ev="0.79 / -2.38" multiplicity=2
C 0.35 0.41 0.75 0.01
C 1.53 -0.55 0.61 0.10
S 1.31 -1.76 -0.68 0.82
C 0.21 1.38 -0.45 0.01
N -1.04 2.14 -0.40 0.00
H -0.58 -0.16 0.76 0.00
H 0.47 0.95 1.69 0.00
H 2.47 0.00 0.57 0.00
H 1.58 -1.15 1.52 0.03
H 1.06 2.06 -0.41 0.00
H 0.15 0.76 -1.35 0.01
H -1.33 2.23 0.57 0.00
H -1.79 1.61 -0.82 0.00
H -1.02 -3.02 -0.29 0.00
H -1.56 -2.03 -1.22 0.00
O -1.81 -2.87 -0.84 0.00

***

Version B
16
Properties=species:S:1:pos:R:3:lowdin_spin:R:1 method="wB97M-V/def2-TZVPD" homo_ev="-9.01 / -8.90" lumo_energy_ev="0.74 / -2.00" multiplicity=2
C 1.61 -2.11 -1.19 0.00
N 1.45 -0.78 -0.67 0.00
C 0.12 -0.47 -0.23 0.00
C -0.09 1.03 -0.11 0.11
S 0.69 1.79 1.31 0.84
H 1.44 -2.92 -0.46 0.00
H 2.59 -2.25 -1.64 0.00
H 0.88 -2.27 -1.99 0.00
H 2.10 -0.52 0.05 0.00
H -0.59 -0.84 -0.97 0.00
H -0.17 -0.96 0.72 0.00
H -1.16 1.28 -0.05 0.02
H 0.30 1.47 -1.03 0.02
H -3.67 -1.76 -0.85 0.00
H -2.64 -0.72 -0.40 0.00
O -3.54 -1.02 -0.25 0.00

***

On energetic grounds, version A is preferred over the next structure by 4.3 kcal/mol.

***

Version A
13
Properties=species:S:1:pos:R:3:mulliken_charge:R:1 method="wB97M-V/def2-TZVPD" total_charge=-1 homo_ev=-2.25 lumo_energy_ev=4.29
C -0.37 2.15 -0.21 -0.74
C 0.96 0.89 1.22 -0.24
N 0.17 1.90 1.14 -0.53
H -1.22 1.45 -0.54 0.19
H 0.43 2.05 -0.93 0.32
H -0.70 3.18 -0.26 0.30
H 1.37 0.68 2.21 0.27
H 1.28 0.27 0.39 0.27
C -0.12 -2.42 0.04 -0.79
S -0.30 -1.02 -1.00 -0.67
H -0.13 -2.17 1.12 0.19
H -0.96 -3.16 -0.06 0.21
H 0.78 -3.02 -0.14 0.21

***

Version B
13
Properties=species:S:1:pos:R:3:mulliken_charge:R:1 method="wB97M-V/def2-TZVPD" total_charge=-1 homo_ev=-2.37 lumo_energy_ev=4.30 smiles=C[C@@H](N)C[S-]
C -0.55 0.87 -1.00 -1.44
C 0.33 -0.21 -0.36 0.26
C -0.53 -0.91 0.71 -0.86
S -0.85 0.01 2.26 -0.65
N 1.56 0.37 0.18 -0.81
H 0.06 1.51 -1.61 0.44
H -1.16 0.35 -1.72 0.37
H -1.06 1.45 -0.24 0.26
H 0.58 -0.97 -1.11 0.27
H -0.13 -1.88 1.00 0.31
H -1.49 -1.15 0.23 0.26
H 2.02 -0.38 0.69 0.28
H 1.22 0.92 0.97 0.33

***

Version C
13
Properties=species:S:1:pos:R:3:mulliken_charge:R:1 method="wB97M-V/def2-TZVPD" total_charge=-1 homo_ev=-2.48 lumo_energy_ev=4.18
C -2.16 1.54 1.79 -0.69
S -0.32 1.43 1.42 -0.68
H -2.72 0.61 1.65 0.21
H -2.08 1.95 2.79 0.16
H -2.61 2.28 1.12 0.17
C 1.21 -1.36 -2.19 -0.78
C 1.36 -0.48 -1.14 0.20
N 1.47 -0.84 0.13 -0.47
H 1.09 -2.48 -1.97 0.16
H 1.11 -0.98 -3.25 0.22
H 1.37 0.62 -1.43 0.25
H 1.45 -1.86 0.32 0.21
H 0.81 -0.43 0.76 0.05

***

Version D
13
Properties=species:S:1:pos:R:3:mulliken_charge:R:1 method="wB97M-V/def2-TZVPD" total_charge=-1 homo_ev=-2.06 lumo_energy_ev=3.83
C 0.74 -1.45 1.96 -0.75
S 2.26 -1.35 0.93 -0.76
H 0.55 -0.50 2.37 0.16
H -0.21 -1.64 1.37 0.13
H 1.00 -2.20 2.76 0.24
C -0.79 1.29 -0.37 -0.54
C -0.20 0.43 -2.44 -0.28
N -0.13 1.44 -1.60 -0.41
H -0.08 1.30 0.51 0.17
H -1.60 0.47 -0.15 0.22
H -1.36 2.22 -0.11 0.29
H 0.43 0.45 -3.23 0.29
H -0.61 -0.44 -2.00 0.23

***

On energetic grounds, version B is preferred over the next structure by 27.6 kcal/mol.

***

Version A
15
Properties=species:S:1:pos:R:3:mulliken_charge:R:1 method="wB97M-V/def2-TZVPD" total_charge=+3 homo_ev=-26.16 lumo_energy_ev=-15.73
In -0.31 0.17 -0.01 1.00
C -1.24 -0.60 -2.02 0.30
O -1.74 -0.87 -3.01 0.08
C -1.24 2.56 -0.22 0.29
O -1.78 3.54 -0.52 0.05
C 1.82 1.16 -1.14 0.26
O 2.72 1.29 -1.83 0.04
C -2.17 -0.60 1.48 0.27
O -3.22 -0.82 1.86 0.07
H 0.98 0.73 2.23 0.22
H 0.55 1.34 1.95 0.07
N 1.22 -1.74 0.29 -0.74
H 1.42 -2.14 -0.63 0.38
H 0.86 -2.49 0.86 0.34
H 2.14 -1.53 0.71 0.37

***

Version B
15
Properties=species:S:1:pos:R:3:mulliken_charge:R:1 method="wB97M-V/def2-TZVPD" total_charge=+3 homo_ev=-22.84 lumo_energy_ev=-16.06
In -0.15 0.76 -0.26 1.28
C -0.03 2.98 -0.85 0.38
O 0.01 4.02 -1.34 0.07
C 0.13 -0.40 -2.61 0.18
O 0.00 -1.10 -3.51 0.08
C -2.38 0.33 -0.22 0.32
O -3.46 -0.08 -0.09 0.04
C 2.34 0.28 -0.14 0.20
O 3.40 -0.04 0.16 0.08
H -0.05 -3.83 1.50 0.04
H -0.02 -3.92 0.76 -0.04
N -0.41 0.87 2.38 -0.68
H -0.99 1.61 2.75 0.34
H 0.46 0.83 2.91 0.32
H -0.91 -0.02 2.46 0.39

***

On energetic grounds, version A is preferred over the next structure by 19.3 kcal/mol.

***

Version A
20
Properties=species:S:1:pos:R:3:mulliken_charge:R:1 method="wB97M-V/def2-TZVPD" homo_ev=-9.09 lumo_energy_ev=0.79 smiles="NCCNC=O.O.O"
C 1.20 -1.21 0.85 -0.02
N 0.32 -0.33 0.29 -0.07
C -1.09 -0.15 0.65 -0.51
C -1.42 1.26 1.10 -0.51
N -1.00 1.46 2.47 -0.53
O 1.95 -1.85 0.12 -0.62
H 1.24 -1.41 1.92 0.38
H 0.45 -0.31 -0.71 0.22
H -1.46 -0.89 1.36 0.40
H -1.59 -0.38 -0.31 0.33
H -0.95 2.17 0.62 0.22
H -2.49 1.44 1.05 0.36
H -1.70 1.23 3.15 0.20
H -0.06 1.16 2.68 0.20
H 0.26 1.18 -2.61 0.29
H 0.37 -0.25 -3.16 0.37
O -0.24 0.51 -3.10 -0.66
H 1.73 -1.87 -1.89 0.35
H 2.70 -0.78 -2.19 0.28
O 1.76 -0.98 -2.27 -0.68

***

Version B
20
Properties=species:S:1:pos:R:3:mulliken_charge:R:1 method="wB97M-V/def2-TZVPD" homo_ev=-8.75 lumo_energy_ev=-4.35
N -0.94 1.22 0.18 -0.55
C -0.29 0.42 1.20 0.25
C -1.23 -0.31 2.27 -1.33
C 0.57 -0.88 0.67 0.40
N -0.20 -1.47 -0.39 -0.44
O 1.11 -1.64 1.59 -0.49
H -0.20 1.88 -0.28 0.41
H -1.15 0.58 -0.60 0.38
H 0.44 1.11 1.69 0.40
H -1.93 -0.87 1.65 0.35
H -0.55 -1.06 2.71 0.39
H -1.76 0.25 3.05 0.34
H -0.13 -2.49 -0.32 0.29
H 0.33 -1.23 -1.21 0.21
H 0.66 0.13 -3.78 0.26
H 0.81 0.65 -2.23 0.38
O 0.47 -0.06 -2.85 -0.72
H 1.37 -0.33 0.13 0.28
H 1.55 2.28 -2.07 0.17
O 1.08 1.80 -1.42 -0.97

***

On energetic grounds, version A is preferred over the next structure by 134.1 kcal/mol.